(1)
{
  "formula": "C5H11B",
  "method": "the ωB97M-V functional and the def2-TZVPD basis",
  "elements": ["B", "C", "C", "C", "C", "C", "H", "H", "H", "H", "H", "H", "H", "H", "H", "H", "H"],
  "positions_angstrom": [[-0.82369, -0.00627, -0.03498], [0.47223, 0.58482, -0.52763], [0.56959, -0.64181, 0.40960], [-2.55846, 0.15452, 0.00257], [1.02242, 1.75239, 0.12403], [1.00113, -1.98559, -0.11256], [0.76784, 0.40156, -1.51618], [0.95887, -0.26232, 1.42538], [-2.77732, 0.77280, -0.81976], [-2.55347, 0.76413, 0.91259], [-3.16894, -0.74323, 0.03008], [0.72183, 1.90907, 1.10133], [1.08713, 2.61256, -0.50137], [2.05081, 1.54997, 0.29741], [0.56960, -2.08695, -1.19273], [0.58229, -2.64460, 0.58733], [2.07815, -2.13107, -0.18511]],
  "e_above_lowest_kcal_mol": 55.82,
  "smiles": "CB1[C@@H](C)[C@@H]1C",
  "e_tot_ev": -6037.1310,
  "orbital_gap_ev": 9.52
}

(2)
{
  "formula": "C5H8N2",
  "method": "the ωB97M-V functional and the def2-TZVPD basis",
  "elements": ["C", "N", "C", "C", "C", "C", "N", "H", "H", "H", "H", "H", "H", "H", "H"],
  "positions_angstrom": [[2.42240, -0.49863, 0.17140], [1.07590, -0.10771, -0.23765], [0.69834, 1.18869, -0.30909], [-0.65177, 1.24307, -0.13452], [-1.04743, -0.11155, 0.01734], [-2.45551, -0.63199, 0.09432], [0.01039, -0.91895, -0.00225], [3.22820, -0.46538, -0.58022], [2.45736, -1.56433, 0.44261], [2.60400, 0.11348, 1.05018], [1.39493, 1.93334, -0.66421], [-1.26295, 2.13192, -0.16294], [-3.15857, 0.05373, -0.38156], [-2.79297, -0.78126, 1.11933], [-2.52232, -1.58443, -0.42273]],
  "e_above_lowest_kcal_mol": 19.28,
  "smiles": "Cc1ccn(C)n1",
  "e_tot_ev": -8294.1604,
  "orbital_gap_ev": 10.06
}

(3)
{
  "formula": "C12H8BrKN2O5",
  "method": "the ωB97M-V functional and the def2-TZVPD basis",
  "elements": ["K", "O", "C", "C", "C", "C", "C", "C", "C", "O", "N", "O", "O", "H", "H", "H", "H", "O", "C", "C", "C", "N", "C", "Br", "C", "H", "H", "H", "H"],
  "positions_angstrom": [[0.36833, -0.05241, 0.11831], [1.35207, -1.54152, -1.04387], [2.34086, -2.18716, -0.71529], [3.45163, -1.73267, 0.05795], [4.59989, -2.51632, 0.02853], [5.77487, -2.09201, 0.61066], [5.81775, -0.84891, 1.28043], [4.69919, -0.08405, 1.36912], [3.44163, -0.47306, 0.78265], [2.40687, 0.22331, 0.90850], [6.93619, -2.89560, 0.50432], [7.96985, -2.49447, 1.01348], [6.84969, -3.95467, -0.09807], [2.42622, -3.23097, -1.07759], [4.58385, -3.45893, -0.49861], [6.75680, -0.53324, 1.71302], [4.72579, 0.86567, 1.88490], [-5.94814, -1.68425, -2.75714], [-4.78699, -1.34609, -2.18290], [-4.60704, -0.15204, -1.47928], [-3.37133, 0.09852, -0.91842], [-2.34991, -0.74855, -0.95735], [-2.54170, -1.88556, -1.60675], [-1.14368, -3.14831, -1.55679], [-3.70922, -2.22597, -2.26738], [-6.63143, -1.02268, -2.58141], [-5.42021, 0.55266, -1.37465], [-3.18948, 1.02195, -0.38941], [-3.80414, -3.15220, -2.80915]],
  "e_tot_ev": -112156.6464,
  "orbital_gap_ev": 7.62
}

(4)
{
  "formula": "C7H16N",
  "method": "the ωB97M-V functional and the def2-TZVPD basis",
  "elements": ["C", "C", "C", "C", "C", "C", "C", "N", "H", "H", "H", "H", "H", "H", "H", "H", "H", "H", "H", "H", "H", "H", "H", "H"],
  "positions_angstrom": [[-1.15966, -2.43404, 0.37511], [-0.08257, -1.36774, 0.04092], [-0.59954, 0.08805, -0.02647], [1.40078, 1.30149, 0.64417], [0.49963, 1.07220, -0.30563], [0.46238, 1.71766, -1.67606], [2.60130, 2.16060, 0.88992], [-2.55993, -1.89513, 0.05864], [-1.14079, -3.39449, -0.14740], [-1.08798, -2.54065, 1.46336], [0.39355, -1.75752, -0.86350], [0.69465, -1.42435, 0.82021], [-0.93005, 0.20334, 1.00947], [-1.41364, 0.23116, -0.76003], [1.40183, 0.60610, 1.51241], [0.12750, 1.00838, -2.45635], [1.50211, 2.01186, -1.87755], [-0.08919, 2.64416, -1.58916], [3.48378, 1.83853, 0.31942], [2.40688, 3.21855, 0.76994], [2.81413, 2.05821, 1.97240], [-2.90400, -1.06410, 0.52633], [-3.34079, -2.53979, 0.24060], [-2.48039, -1.74247, -0.94076]],
  "e_above_lowest_kcal_mol": 35.86,
  "charge": 1,
  "smiles": "C/C=C(\\C)CCC[NH3+]",
  "e_tot_ev": -9000.7501,
  "orbital_gap_ev": 8.34
}

(5)
{
  "formula": "C19H57HfN9O4P3",
  "method": "the ωB97M-V functional and the def2-TZVPD basis",
  "elements": ["Hf", "C", "O", "H", "H", "H", "O", "P", "N", "C", "C", "N", "C", "C", "N", "C", "C", "H", "H", "H", "H", "H", "H", "H", "H", "H", "H", "H", "H", "H", "H", "H", "H", "H", "H", "O", "P", "N", "C", "C", "N", "C", "C", "N", "C", "C", "H", "H", "H", "H", "H", "H", "H", "H", "H", "H", "H", "H", "H", "H", "H", "H", "H", "H", "O", "P", "N", "C", "C", "N", "C", "C", "N", "C", "C", "H", "H", "H", "H", "H", "H", "H", "H", "H", "H", "H", "H", "H", "H", "H", "H", "H", "H"],
  "positions_angstrom": [[0.89074, -0.22709, 1.26891], [-0.88625, 2.17674, -0.89101], [-0.35435, 1.01286, -0.27120], [-1.95675, 2.16685, -1.09106], [-0.62442, 3.06028, -0.30734], [-0.26697, 2.34888, -1.77332], [0.19471, -1.97426, -0.06445], [0.24953, -2.65033, -1.41452], [-1.02806, -3.74350, -1.69040], [-1.90916, -4.10480, -0.55915], [-1.06835, -4.75876, -2.76172], [1.62736, -3.59658, -1.57265], [1.94314, -4.43634, -0.43529], [2.10878, -4.15834, -2.80860], [0.20823, -1.60289, -2.75637], [-1.03397, -1.19722, -3.43863], [1.38180, -0.79396, -3.08712], [-1.73252, -5.13938, -0.26624], [-2.90377, -4.00493, -0.99812], [-1.97111, -3.36012, 0.23311], [-0.66274, -5.68662, -2.35442], [-0.55766, -4.47769, -3.68133], [-2.07455, -5.06521, -3.04988], [2.89373, -4.96850, -0.48924], [2.05873, -3.90959, 0.51238], [1.24209, -5.27232, -0.39206], [1.61418, -5.01630, -3.26525], [2.05089, -3.40298, -3.59343], [3.16783, -4.40329, -2.72984], [-1.86793, -1.81430, -3.10521], [-1.36237, -0.20540, -3.12432], [-0.93120, -1.29840, -4.51820], [1.11853, -0.21869, -3.97340], [2.34428, -1.30292, -3.05186], [1.48048, -0.04276, -2.29745], [2.39804, 1.57241, 0.80727], [3.10684, 2.82310, 0.38119], [2.12305, 4.23149, 0.49351], [2.49813, 5.51106, -0.02194], [0.99826, 4.28535, 1.37254], [3.72215, 2.74710, -1.18263], [2.84211, 2.92980, -2.36825], [5.00568, 2.02843, -1.47921], [4.41086, 3.23471, 1.38985], [4.74201, 2.42360, 2.55729], [5.56625, 4.05853, 0.92818], [2.48132, 6.34641, 0.67896], [1.79017, 5.74363, -0.81965], [3.50784, 5.53484, -0.43136], [0.85777, 3.31030, 1.84122], [0.12985, 4.50852, 0.75098], [1.13336, 5.02331, 2.16353], [2.49725, 1.95519, -2.71226], [2.15300, 3.74093, -2.13695], [3.47761, 3.34608, -3.15073], [4.85207, 1.08584, -2.00497], [5.71523, 2.65324, -2.02100], [5.50125, 1.77515, -0.54186], [5.18041, 1.47526, 2.24498], [5.18118, 3.03233, 3.34564], [3.79857, 2.13088, 3.02475], [6.02286, 3.71614, 0.00031], [6.41000, 4.03614, 1.61796], [5.32895, 5.12063, 0.87322], [-1.39530, -0.71098, 1.88940], [-2.89229, -0.67586, 2.09139], [-3.45914, -1.92006, 3.16243], [-4.86556, -1.90597, 3.58664], [-2.89328, -3.23017, 2.96782], [-3.79410, -0.91893, 0.61485], [-3.06054, -0.86199, -0.67960], [-5.26156, -0.86435, 0.46671], [-3.54065, 0.73498, 2.67615], [-3.67484, 1.91151, 1.78878], [-2.97628, 1.16728, 3.98782], [-5.01921, -2.50504, 4.48463], [-5.40117, -2.42620, 2.79081], [-5.22624, -0.90946, 3.83508], [-1.81719, -3.17173, 2.80947], [-3.35896, -3.59544, 2.04834], [-3.23187, -3.91340, 3.74560], [-2.03731, -1.16638, -0.46907], [-3.60700, -1.36985, -1.47371], [-3.03373, 0.17062, -1.03509], [-5.68399, -0.42193, 1.36813], [-5.46535, -0.27618, -0.42794], [-5.70033, -1.85381, 0.33588], [-2.69795, 2.17556, 1.37579], [-4.18711, 1.65478, 0.86129], [-4.10711, 2.78573, 2.27137], [-1.90990, 1.37868, 3.88684], [-3.06034, 0.39605, 4.75435], [-3.45666, 2.00999, 4.48386]],
  "e_above_lowest_kcal_mol": 31.83,
  "charge": 3,
  "e_tot_ev": -71377.3569,
  "orbital_gap_ev": 3.93
}